Molecular formula: C5H4NO4
Method: DFT, ωB97M-V with the def2-TZVPD basis set

Structure (XYZ):
```
14
C5H4NO4 ωB97M-V with the def2-TZVPD basis set
C -0.854 1.582 1.162
C -0.378 1.161 2.399
C 1.299 -1.655 -0.176
C -0.627 -0.295 -1.541
C 0.743 -0.434 -0.848
N 0.325 0.864 1.300
O 1.570 -1.533 -1.508
O -1.624 2.050 0.326
O -0.642 1.087 3.609
O 1.378 -2.431 0.706
H -1.060 -1.202 -1.218
H -1.185 0.540 -1.001
H -0.372 -0.188 -2.544
H 1.426 0.455 -0.666
```

Output
E = -14928.397 eV
total charge = -1
LUMO energy = 3.6 eV
Kohn-Sham gap = 7.53 eV
ΔE to the lowest compared entry with this formula, charge and spin = 283.4 kJ/mol

Molecular formula: C5H35NO13
Method: DFT, ωB97M-V with the def2-TZVPD basis set

Structure (XYZ):
```
54
C5H35NO13 ωB97M-V with the def2-TZVPD basis set
O 0.421 1.713 1.369
C 1.597 1.520 1.260
N 2.037 0.761 0.203
C 1.118 0.041 -0.660
C 1.207 -1.486 -0.596
C 0.590 -2.541 -1.548
C -0.930 -2.486 -1.559
H 2.143 2.391 1.872
H 2.945 0.922 -0.387
H 1.238 0.307 -1.664
H 0.011 0.388 -0.377
H 1.158 -2.095 0.387
H 2.228 -1.807 -0.871
H 0.938 -2.373 -2.548
H 0.852 -3.651 -1.141
H -1.369 -2.577 -2.529
H -1.368 -3.186 -0.793
H -1.126 -1.370 -1.214
H 0.053 -3.898 1.959
H -0.778 -2.968 0.941
O 0.154 -3.159 1.381
H 4.182 1.280 -1.692
H 4.696 -0.140 -1.073
O 4.581 0.825 -0.923
H -2.621 1.220 -2.078
H -2.133 2.719 -1.809
O -2.233 1.969 -2.474
H -1.410 1.020 -4.263
H -0.356 1.858 -4.335
O -0.656 1.019 -4.813
H -0.563 -1.685 4.193
H -0.677 -1.624 2.701
O -1.148 -1.202 3.549
H -1.402 0.802 0.161
H -2.837 0.415 0.397
O -2.088 0.276 -0.249
H 1.533 2.412 -4.259
H 1.786 0.997 -4.185
O 1.960 1.806 -3.595
H -2.287 1.719 2.555
H -3.771 2.012 2.156
O -2.959 1.758 1.731
H -3.210 -3.044 0.377
H -2.463 -1.806 0.792
O -2.444 -2.725 0.931
H -0.502 2.342 -0.185
H -1.713 2.828 0.388
O -1.114 3.031 -0.350
H 1.830 -2.574 2.298
H 3.053 -3.335 1.748
O 2.738 -2.698 2.426
H -0.475 1.752 3.154
H -1.445 0.824 4.229
O -1.198 1.677 3.803
```

Output
E = -33857.446 eV
LUMO energy = 0.1 eV
Kohn-Sham gap = 9.90 eV
ΔE to the lowest compared entry with this formula, charge and spin = 516.9 kJ/mol

Molecular formula: C20H40F14N3O24S8Zr
Method: DFT, ωB97M-V with the def2-TZVPD basis set

Structure (XYZ):
```
110
C20H40F14N3O24S8Zr ωB97M-V with the def2-TZVPD basis set
Zr -1.145 0.660 0.489
C -4.948 1.221 -1.795
F -5.414 0.405 -0.806
F -5.762 1.199 -2.888
F -4.894 2.486 -1.290
S -3.226 0.565 -2.342
O -3.363 -0.298 -3.503
O -2.385 1.701 -2.598
N -2.442 -0.195 -0.910
S -3.015 -1.709 -1.095
O -2.746 -2.280 0.249
O -4.405 -1.906 -1.566
C -1.826 -2.631 -2.317
F -2.590 -3.302 -3.149
F -1.127 -1.739 -3.046
F -0.949 -3.344 -1.662
C 4.013 3.239 1.294
F 4.593 2.318 2.108
F 4.976 4.154 1.076
F 3.603 2.685 0.117
S 2.432 4.088 2.192
O 2.832 5.204 3.059
O 1.607 4.458 1.042
N 1.736 2.686 2.847
S 2.353 2.541 4.294
O 2.323 1.114 4.660
O 3.552 3.317 4.650
C 0.930 3.335 5.422
F 0.650 4.673 5.196
F -0.199 2.710 5.212
F 1.251 3.206 6.725
N -1.897 -0.196 2.180
S -1.276 -0.877 3.579
O -0.945 -2.317 3.507
O -1.524 -0.294 4.897
F 0.143 -0.253 3.245
S -3.477 -0.588 2.919
O -4.045 0.456 3.769
O -3.874 -2.017 3.145
F -4.348 -0.264 1.595
C 4.067 -2.957 -4.634
C 2.769 -3.595 -5.305
C 1.513 -3.183 -4.455
S 2.059 -3.018 -2.675
O 1.699 -4.255 -1.950
O 1.732 -1.670 -2.197
C 3.853 -3.140 -3.057
H 4.152 -1.891 -4.848
H 4.948 -3.482 -5.002
H 2.774 -4.681 -5.204
H 2.668 -3.387 -6.370
H 0.609 -3.766 -4.628
H 1.043 -2.213 -4.614
H 4.083 -4.186 -2.856
H 4.309 -2.436 -2.360
C 1.342 -6.680 1.025
C 0.091 -7.368 0.508
C -0.867 -6.201 0.185
S -0.702 -5.019 1.562
O -1.677 -5.236 2.603
O -0.456 -3.750 0.904
C 0.911 -5.658 2.140
H 1.737 -6.041 0.234
H 2.130 -7.322 1.416
H -0.294 -8.040 1.274
H 0.262 -8.043 -0.331
H -1.903 -6.500 0.026
H -0.425 -5.751 -0.705
H 0.667 -6.198 3.055
H 1.581 -4.844 2.415
C 1.273 -1.488 0.904
C 2.022 -0.192 1.030
O 1.052 0.900 1.101
O -0.042 -1.385 0.463
H 1.090 -2.021 1.837
H 1.735 -2.240 0.263
H 2.611 0.076 0.153
H 2.791 -0.223 1.801
H 1.410 1.529 1.733
H -0.252 -2.310 0.610
C -1.678 3.391 2.239
C -3.063 3.087 1.820
O -3.146 2.163 0.689
O -0.879 2.321 2.070
H -1.653 3.871 3.217
H -1.162 4.143 1.641
H -3.481 4.084 1.682
H -3.595 2.666 2.674
H -4.083 2.103 0.489
H -0.030 2.646 2.379
C 0.894 1.538 -2.101
C 0.270 2.880 -1.575
O -0.759 2.616 -0.619
O 0.215 0.394 -1.518
H 1.973 1.605 -1.967
H 0.831 1.505 -3.189
H -0.080 3.533 -2.374
H 1.135 3.351 -1.108
H -1.157 3.488 -0.658
H 0.470 -0.345 -2.075
C -0.423 6.248 -0.994
C 0.268 6.393 -2.365
O -0.724 6.110 -3.401
O -1.485 5.268 -0.829
H -0.717 7.218 -0.594
H 0.333 5.944 -0.271
H 1.127 5.733 -2.477
H 0.693 7.387 -2.506
H -1.429 6.761 -3.440
H -2.209 5.554 -1.391
```

Output
E = -200992.242 eV
total charge = +1
LUMO energy = -4.7 eV
Kohn-Sham gap = 7.95 eV

Molecular formula: C16H33ClN2O5PS3
Method: DFT, ωB97M-V with the def2-TZVPD basis set

Structure (XYZ):
```
61
C16H33ClN2O5PS3 ωB97M-V with the def2-TZVPD basis set
S -4.885 3.609 0.459
P -4.683 2.187 -0.871
N -3.021 2.288 -1.633
Cl -1.922 3.176 -0.591
C -2.403 0.930 -1.836
C -3.160 0.040 -2.897
C -3.960 -1.110 -2.168
S -2.823 -2.427 -1.516
C -2.574 -2.143 0.274
S -3.807 -2.667 1.277
N -1.440 -1.559 0.852
C -0.347 -1.260 -0.076
C 0.614 -0.120 0.421
O 0.754 -0.168 1.829
C -0.490 0.292 2.338
C -1.737 -0.531 1.850
H -5.690 2.386 -1.866
H -4.841 0.949 -0.177
H -3.077 2.813 -2.513
H -1.369 1.059 -2.202
H -2.349 0.368 -0.882
H -3.773 0.631 -3.608
H -2.383 -0.473 -3.489
H -4.617 -1.564 -2.932
H -4.636 -0.735 -1.377
H 0.292 -2.167 -0.126
H -0.633 -0.982 -1.102
H 0.207 0.872 0.103
H 1.563 -0.246 -0.122
H -0.677 1.369 2.134
H -0.418 0.215 3.439
H -2.169 -0.995 2.754
H -2.519 0.195 1.513
O 0.621 0.790 5.756
C 1.746 0.416 5.544
O 2.149 -0.776 5.999
C 3.412 -1.368 5.675
C 4.519 -0.834 6.558
C 2.732 1.308 4.840
H 3.629 -1.255 4.611
H 3.291 -2.436 5.854
H 4.657 0.241 6.430
H 5.464 -1.330 6.331
H 4.278 -0.999 7.609
H 3.116 2.041 5.549
H 2.213 1.825 4.033
H 3.564 0.778 4.384
O -0.259 -0.701 -3.173
C 0.663 -0.618 -3.953
O 1.904 -0.555 -3.479
C 3.082 -0.601 -4.302
C 3.406 0.758 -4.885
C 0.424 -0.507 -5.433
H 2.989 -1.376 -5.064
H 3.890 -0.913 -3.642
H 2.609 1.122 -5.534
H 4.328 0.716 -5.465
H 3.526 1.493 -4.087
H 0.145 0.519 -5.671
H -0.396 -1.174 -5.701
H 1.274 -0.799 -6.043
```

Output
E = -84651.358 eV
total charge = +1
LUMO energy = -4.8 eV
Kohn-Sham gap = 5.81 eV

Molecular formula: C21H22B3N2O7S2
Method: DFT, ωB97M-V with the def2-TZVPD basis set

Structure (XYZ):
```
57
C21H22B3N2O7S2 ωB97M-V with the def2-TZVPD basis set
O -2.011 2.589 -3.697
C -1.407 2.102 -4.625
O -0.461 2.861 -5.309
C -1.593 0.665 -5.082
B -0.422 -0.173 -4.400
O 0.756 0.532 -4.037
B 0.945 0.205 -2.681
C 0.894 1.198 -1.468
C 1.862 2.410 -1.446
C 1.498 3.235 -0.185
S 2.444 2.897 1.341
C 2.617 1.110 1.535
S 3.619 0.326 0.493
N 1.984 0.379 2.572
C 2.087 -1.072 2.372
C 3.059 -1.730 3.074
C 3.221 -3.098 2.915
C 2.394 -3.759 2.038
C 1.393 -3.110 1.332
C 1.241 -1.758 1.510
C 0.583 0.705 2.759
C -0.250 1.149 1.768
C -1.588 1.386 1.964
C -2.140 1.148 3.200
C -1.301 0.721 4.216
C 0.038 0.495 4.022
O 1.121 -1.153 -2.410
B -0.134 -1.702 -2.739
C -1.027 -2.381 -1.623
O -0.934 -3.578 -1.269
O -1.827 -1.566 -1.065
O -0.513 -1.515 -4.100
H 0.360 2.809 -4.799
H -2.527 0.331 -4.613
H -1.638 0.583 -6.172
H -0.129 1.618 -1.434
H 1.000 0.585 -0.574
H 2.921 2.140 -1.445
H 1.705 3.018 -2.351
H 0.413 3.175 -0.037
H 1.693 4.295 -0.402
H 3.726 -1.218 3.765
H 3.999 -3.653 3.431
H 2.520 -4.830 1.881
H 0.741 -3.644 0.641
H 0.503 -1.159 0.981
H 0.123 1.314 0.768
H -2.191 1.718 1.124
H -3.206 1.306 3.305
H -1.746 0.524 5.191
H 0.669 0.126 4.826
C -4.164 -1.801 0.672
C -4.604 -0.698 1.535
N -4.923 0.181 2.216
H -4.173 -2.733 1.234
H -4.835 -1.891 -0.180
H -3.149 -1.615 0.307
```

Output
E = -63154.495 eV
total charge = -1
LUMO energy = 2.0 eV
Kohn-Sham gap = 7.46 eV

Molecular formula: AlBH60O28
Method: DFT, ωB97M-V with the def2-TZVPD basis set

Structure (XYZ):
```
90
AlBH60O28 ωB97M-V with the def2-TZVPD basis set
Al -1.863 -2.003 1.435
B -0.178 0.206 -0.187
H 0.256 -0.027 0.773
H 0.290 -0.444 -0.910
H -1.254 0.129 -0.172
H -0.014 1.260 -0.346
O -3.053 1.121 -3.339
H -2.610 1.870 -3.737
H -3.964 1.401 -3.250
O 2.260 2.296 3.057
H 2.888 3.014 3.135
H 1.630 2.597 2.402
O -2.183 2.352 -0.542
H -1.837 3.200 -0.821
H -1.442 1.752 -0.625
O 4.142 0.243 1.419
H 4.454 1.104 1.140
H 3.443 0.029 0.802
O 0.693 -2.941 -3.690
H 1.113 -2.359 -4.324
H 1.348 -3.617 -3.515
O -2.906 0.786 1.683
H -2.920 1.301 0.876
H -3.148 1.409 2.369
O 4.101 -2.081 -2.223
H 3.945 -2.748 -1.554
H 4.934 -1.681 -1.973
O -3.333 -1.216 4.033
H -3.930 -1.934 4.241
H -3.501 -0.560 4.709
O 0.248 2.285 -5.643
H -0.697 2.400 -5.747
H 0.360 2.026 -4.728
O -4.850 -1.267 1.355
H -5.673 -1.756 1.373
H -5.083 -0.395 1.674
O 1.286 -2.812 1.720
H 1.880 -2.517 2.409
H 1.849 -2.941 0.956
O 2.551 0.739 5.029
H 2.399 1.308 5.783
H 2.392 1.299 4.269
O 0.992 5.702 -0.235
H 1.825 5.960 -0.631
H 1.091 4.767 -0.057
O -3.146 -1.612 -1.319
H -2.739 -1.299 -2.128
H -4.010 -1.202 -1.311
O -1.345 4.399 -2.340
H -1.919 3.873 -2.898
H -0.808 4.900 -2.953
O -2.993 2.831 3.438
H -2.835 3.767 3.315
H -2.850 2.683 4.373
O -1.621 -1.523 -3.428
H -1.889 -1.587 -4.345
H -0.955 -2.203 -3.325
O -3.670 -4.154 -0.048
H -4.289 -4.709 0.425
H -3.523 -4.610 -0.877
O -0.240 -0.162 3.152
H -0.034 -0.164 4.087
H 0.531 0.225 2.737
O 4.142 2.239 -2.047
H 3.393 1.774 -1.674
H 4.551 2.674 -1.299
O -0.563 -2.742 4.033
H 0.083 -3.369 4.359
H -1.067 -2.492 4.807
O -0.586 -3.547 -0.659
H -0.735 -4.492 -0.689
H -0.425 -3.301 -1.570
O 2.572 -0.005 -0.848
H 2.898 -0.758 -1.340
H 1.619 -0.074 -0.906
O 0.374 2.759 1.305
H 0.146 1.987 0.788
H -0.467 3.176 1.496
O 3.089 -3.849 0.097
H 2.504 -4.583 -0.088
H 3.632 -4.152 0.825
O 3.208 -1.247 3.290
H 3.482 -0.764 2.510
H 2.997 -0.567 3.931
O -0.041 1.132 -3.052
H -0.852 0.625 -3.022
H 0.214 1.232 -2.134
O 1.956 -0.324 -4.665
H 1.495 0.374 -4.200
H 2.787 -0.415 -4.200
```

Output
E = -65556.394 eV
total charge = +2
LUMO energy = -12.1 eV
Kohn-Sham gap = 2.39 eV

Please write out number 6 again, unchanged.
Molecular formula: AlBH60O28
Method: DFT, ωB97M-V with the def2-TZVPD basis set

Structure (XYZ):
```
90
AlBH60O28 ωB97M-V with the def2-TZVPD basis set
Al -1.863 -2.003 1.435
B -0.178 0.206 -0.187
H 0.256 -0.027 0.773
H 0.290 -0.444 -0.910
H -1.254 0.129 -0.172
H -0.014 1.260 -0.346
O -3.053 1.121 -3.339
H -2.610 1.870 -3.737
H -3.964 1.401 -3.250
O 2.260 2.296 3.057
H 2.888 3.014 3.135
H 1.630 2.597 2.402
O -2.183 2.352 -0.542
H -1.837 3.200 -0.821
H -1.442 1.752 -0.625
O 4.142 0.243 1.419
H 4.454 1.104 1.140
H 3.443 0.029 0.802
O 0.693 -2.941 -3.690
H 1.113 -2.359 -4.324
H 1.348 -3.617 -3.515
O -2.906 0.786 1.683
H -2.920 1.301 0.876
H -3.148 1.409 2.369
O 4.101 -2.081 -2.223
H 3.945 -2.748 -1.554
H 4.934 -1.681 -1.973
O -3.333 -1.216 4.033
H -3.930 -1.934 4.241
H -3.501 -0.560 4.709
O 0.248 2.285 -5.643
H -0.697 2.400 -5.747
H 0.360 2.026 -4.728
O -4.850 -1.267 1.355
H -5.673 -1.756 1.373
H -5.083 -0.395 1.674
O 1.286 -2.812 1.720
H 1.880 -2.517 2.409
H 1.849 -2.941 0.956
O 2.551 0.739 5.029
H 2.399 1.308 5.783
H 2.392 1.299 4.269
O 0.992 5.702 -0.235
H 1.825 5.960 -0.631
H 1.091 4.767 -0.057
O -3.146 -1.612 -1.319
H -2.739 -1.299 -2.128
H -4.010 -1.202 -1.311
O -1.345 4.399 -2.340
H -1.919 3.873 -2.898
H -0.808 4.900 -2.953
O -2.993 2.831 3.438
H -2.835 3.767 3.315
H -2.850 2.683 4.373
O -1.621 -1.523 -3.428
H -1.889 -1.587 -4.345
H -0.955 -2.203 -3.325
O -3.670 -4.154 -0.048
H -4.289 -4.709 0.425
H -3.523 -4.610 -0.877
O -0.240 -0.162 3.152
H -0.034 -0.164 4.087
H 0.531 0.225 2.737
O 4.142 2.239 -2.047
H 3.393 1.774 -1.674
H 4.551 2.674 -1.299
O -0.563 -2.742 4.033
H 0.083 -3.369 4.359
H -1.067 -2.492 4.807
O -0.586 -3.547 -0.659
H -0.735 -4.492 -0.689
H -0.425 -3.301 -1.570
O 2.572 -0.005 -0.848
H 2.898 -0.758 -1.340
H 1.619 -0.074 -0.906
O 0.374 2.759 1.305
H 0.146 1.987 0.788
H -0.467 3.176 1.496
O 3.089 -3.849 0.097
H 2.504 -4.583 -0.088
H 3.632 -4.152 0.825
O 3.208 -1.247 3.290
H 3.482 -0.764 2.510
H 2.997 -0.567 3.931
O -0.041 1.132 -3.052
H -0.852 0.625 -3.022
H 0.214 1.232 -2.134
O 1.956 -0.324 -4.665
H 1.495 0.374 -4.200
H 2.787 -0.415 -4.200
```

Output
E = -65556.394 eV
total charge = +2
LUMO energy = -12.1 eV
Kohn-Sham gap = 2.39 eV

Question: The lowest LUMO energy belongs to which entry?
Answer: AlBH60O28

Question: The lowest E belongs to which entry?
Answer: C20H40F14N3O24S8Zr

Question: Which value of LUMO energy does entry 2 give?
Answer: 0.1 eV